Entry 1:
The following is a quantum chemistry calculation of a structure of composition C34H39N11O6Rb in a non-equilibrium geometry, from the Open Molecules 2025 dataset.

```
91
Properties=species:S:1:pos:R:3:forces:R:3:mulliken_charge:R:1
Rb -0.183588 0.318343 0.134826 -0.1 -0.3 0.2 0.480
O -5.097668 -2.778583 0.783436 -1.7 2.6 0.6 -0.457
C -4.397141 -2.311092 1.842024 1.7 -0.1 0.8 0.161
O -4.615500 -1.280693 2.467609 -0.4 -0.9 -1.1 -0.585
C -3.267947 -3.262641 2.063020 2.3 0.9 1.4 0.652
C -3.475153 -4.632237 1.873029 -2.7 1.0 -0.5 -0.809
C -2.438401 -5.497172 2.024406 2.2 -1.6 -0.3 -0.636
C -1.164825 -4.990991 2.287915 -0.7 -2.3 0.1 -0.982
C -1.037215 -3.606622 2.459318 3.6 2.0 0.2 0.869
N -2.077406 -2.764136 2.426029 -2.3 0.6 -0.6 0.144
C 0.343080 -2.951738 2.440794 -2.7 -1.4 -0.8 0.138
O 1.367218 -3.801970 2.055886 1.0 0.0 0.2 -0.500
O 0.585309 -1.759539 2.528666 0.2 -0.1 0.2 -0.492
H -5.742009 -2.018413 0.683468 0.4 -1.2 -0.5 0.342
H -4.523041 -4.820778 1.637798 0.5 -1.0 -0.1 0.404
H -2.555669 -6.578044 1.811985 0.0 0.7 0.4 0.318
H -0.295521 -5.662037 2.465616 -1.0 0.3 -0.2 0.255
H 1.170463 -4.745949 1.940376 -0.6 0.8 0.2 0.279
C -2.267927 -0.503518 5.447945 0.1 -0.2 -0.7 -0.921
N -2.803000 0.630098 4.722933 -1.3 0.1 0.0 0.202
C -4.131175 1.161916 5.141987 0.6 -1.5 -0.1 -0.754
C -2.173730 1.011749 3.542636 0.7 -0.8 0.3 0.030
N -0.978916 0.719346 3.191032 -0.6 0.0 0.0 -0.139
N -3.026777 1.766973 2.733628 -1.2 0.0 0.1 0.064
C -2.765588 2.682270 1.736658 0.4 0.2 -0.3 0.211
N -3.879170 3.521769 1.564620 0.5 0.7 -0.8 -0.609
N -1.685015 2.709297 1.056881 -0.1 0.1 -0.2 -0.269
H -3.063038 -1.073750 5.945468 0.2 0.3 0.0 0.392
H -1.506458 -0.168947 6.141419 0.2 -0.2 0.5 0.321
H -1.814000 -1.176692 4.712288 0.0 -0.1 0.2 0.009
H -4.008713 2.151650 5.560485 -0.2 0.4 0.1 0.266
H -4.559460 0.476290 5.937922 0.5 0.8 -1.0 0.312
H -4.816733 1.180335 4.279537 0.0 0.0 0.7 0.223
H -0.515421 0.031502 3.795924 -0.1 0.6 -0.2 0.060
H -3.988609 1.408868 2.655600 0.9 0.2 0.3 0.298
H -4.446606 3.733527 2.367536 0.1 -0.4 0.4 0.211
H -3.581077 4.396513 1.146267 -0.3 -0.2 -0.3 0.245
H -1.636713 3.389018 0.283496 -0.4 0.0 0.8 0.045
O 5.222243 2.072838 -5.218830 1.2 -0.3 -1.4 -0.481
C 4.608608 3.198937 -4.656265 -0.8 0.4 0.3 -0.584
C 3.450980 2.673232 -3.812428 0.2 0.4 -0.8 0.403
C 2.426708 3.485442 -3.354249 0.0 -0.7 1.2 -0.935
C 1.472023 2.880800 -2.510702 0.7 1.0 -0.9 -0.329
N 1.509379 1.613383 -2.174397 -0.1 -0.8 1.1 0.052
C 2.475101 0.817243 -2.640051 0.1 1.3 -0.9 0.078
C 3.401510 1.323117 -3.571651 -0.2 -1.0 0.2 -0.266
C 2.546158 -0.609260 -2.290396 0.3 -1.4 0.1 -0.289
C 3.574996 -1.364647 -2.882777 0.5 -0.4 0.1 -0.409
C 3.516211 -2.762311 -2.836389 -0.5 -0.2 0.8 0.583
C 4.483990 -3.582463 -3.691337 -1.2 0.4 -0.2 -0.470
O 4.703058 -2.735596 -4.817264 1.3 -0.8 -1.5 -0.525
C 2.475127 -3.341243 -2.082916 0.6 -0.5 -0.9 -0.969
C 1.526484 -2.510014 -1.506119 0.2 -0.4 0.8 -0.507
N 1.604133 -1.192932 -1.528438 -0.1 0.8 -1.1 0.617
H 5.789814 2.233581 -6.007258 -0.8 0.3 1.1 0.287
H 4.195318 3.912118 -5.388898 0.3 -0.3 0.0 0.350
H 5.290956 3.750665 -3.987561 0.0 -0.1 -0.2 0.269
H 2.443697 4.548843 -3.506545 -0.2 0.3 -0.2 0.390
H 0.680669 3.511692 -2.108326 -0.1 -0.3 0.0 0.391
H 4.043371 0.659814 -4.164768 -0.3 0.6 0.7 0.491
H 4.460288 -0.895907 -3.359694 -1.1 -0.5 0.3 0.357
H 3.965342 -4.477597 -4.073405 0.2 0.0 0.6 0.358
H 5.403913 -3.863959 -3.165635 0.0 0.1 -0.1 0.251
H 5.068747 -3.267443 -5.573762 -0.5 0.7 1.3 0.301
H 2.385437 -4.441941 -1.977527 0.0 0.8 -0.2 0.330
H 0.678980 -2.953467 -0.963066 0.4 0.3 -0.1 0.381
N 4.205522 4.888081 4.014348 1.4 1.5 1.0 -0.491
C 3.675051 3.845701 3.352400 -1.5 -1.4 -0.9 1.042
C 2.257751 3.650200 3.255218 1.0 -0.4 0.1 -0.767
C 1.771771 2.541422 2.550111 0.0 1.2 0.5 -0.348
N 2.573928 1.678205 1.947737 0.2 -0.7 -0.9 -0.161
C 3.896723 1.849619 2.018459 -0.3 0.4 0.4 -0.493
C 4.483338 2.893210 2.723194 0.0 -0.1 0.0 -0.575
H 3.551815 5.549100 4.407345 0.5 0.0 0.0 0.197
H 5.230713 5.098663 4.054458 -1.9 -0.5 -0.2 0.196
H 1.558895 4.284964 3.794078 0.1 0.1 -0.2 0.295
H 0.676554 2.408186 2.463661 0.7 -0.2 0.1 0.400
H 4.539022 1.132432 1.497268 -0.4 0.1 0.2 0.378
H 5.563045 2.963428 2.838567 -0.1 0.0 -0.2 0.292
N -1.174708 -0.384023 -2.916154 1.0 0.1 0.8 -0.485
C -2.288615 -0.465850 -3.545059 -0.6 -0.3 -0.6 0.198
C -3.469354 0.186293 -3.048983 -1.0 0.6 -0.3 -0.245
C -4.668348 0.169034 -3.748769 0.7 -1.2 -0.7 -0.609
C -4.769221 -0.599842 -4.943238 0.5 0.5 0.3 -0.487
C -3.622681 -1.238675 -5.468632 -0.5 -0.4 -0.3 -0.376
C -2.428644 -1.215439 -4.785820 0.1 0.0 0.2 -0.461
H -3.395047 0.767111 -2.134425 0.1 0.0 0.0 0.379
H -5.545552 0.695765 -3.372207 0.2 -0.1 0.0 0.306
H -5.696307 -0.706796 -5.463690 -0.5 0.2 -0.2 0.365
H -3.725555 -1.788681 -6.457132 0.2 0.6 1.4 0.216
H -1.550196 -1.788957 -5.072544 -0.2 0.2 -0.3 0.333
```
Forces are in eV/Å.

* HOMO-LUMO gap (spin up / spin down): 4.21 / 3.19 eV
* E_HOMO (spin up / spin down): -2.41 / -1.38 eV
* total charge: -1

***

Entry 2:
The following is a quantum chemistry calculation of the molecule C18H19N3OS in a non-equilibrium geometry, from the Open Molecules 2025 dataset.

```
42
Properties=species:S:1:pos:R:3:forces:R:3:mulliken_charge:R:1
C -1.712862 2.927444 4.816576 0.1 -0.5 0.6 -1.145
C -1.783807 1.469240 4.300266 -0.2 0.4 0.5 -0.434
C -2.195123 1.385986 2.843464 0.2 1.4 0.3 -0.588
S -0.817839 1.932644 1.756765 0.2 -0.5 -0.4 -0.084
C -1.160814 0.953610 0.321760 -1.1 -0.2 -0.7 0.355
N -2.383003 0.791872 -0.132977 0.1 -0.1 0.4 -0.807
N -2.336141 -0.086506 -1.173620 -0.7 0.0 -0.1 -0.540
C -1.112909 -0.441763 -1.410622 1.0 1.2 1.1 0.608
C -0.673091 -1.343291 -2.477447 0.4 0.3 0.1 0.252
C 0.584172 -1.245478 -3.071742 -0.5 -0.4 -0.5 -0.366
C 0.940537 -2.158875 -4.059966 0.7 0.9 0.4 -0.716
C 0.102467 -3.163603 -4.478281 -0.7 -0.7 -0.1 -0.433
C -1.170955 -3.251399 -3.916884 0.6 0.6 0.3 -0.569
C -1.541813 -2.329537 -2.924899 -1.9 -1.0 0.4 0.278
O -2.812069 -2.469009 -2.362565 1.4 0.0 -0.8 -0.691
N -0.302226 0.227504 -0.471914 0.4 -0.2 -0.3 0.511
C 1.070488 -0.018355 -0.188854 1.3 -0.4 0.5 -0.362
C 1.452975 -1.355426 0.035420 -1.0 0.3 -0.2 0.041
C 2.709803 -1.687405 0.421850 1.7 0.2 0.3 -0.902
C 3.655560 -0.659707 0.609253 -0.5 0.6 -0.7 -0.464
C 3.345380 0.670311 0.335380 -0.4 -0.9 0.4 -0.696
C 2.035170 0.996276 -0.064529 -0.2 0.4 -0.1 1.477
C 1.727522 2.446809 -0.326675 0.1 0.6 -0.2 -2.001
H -1.248699 2.923800 5.804617 0.0 0.1 0.0 0.337
H -1.109408 3.593784 4.207011 0.1 -0.1 -0.3 0.347
H -2.695288 3.392104 4.938373 0.0 -0.2 -0.2 0.316
H -2.553691 0.909634 4.886795 0.6 0.4 -0.3 0.321
H -0.818449 0.959849 4.444247 -0.3 0.1 0.0 0.299
H -3.050023 2.053579 2.693602 0.1 -0.3 -0.3 0.272
H -2.426566 0.390118 2.602144 -0.4 -1.2 -0.6 0.398
H 1.232300 -0.427322 -2.802351 0.2 -0.1 0.0 0.484
H 1.905536 -2.055771 -4.514171 0.4 0.0 -0.2 0.397
H 0.456585 -3.881895 -5.240985 -0.4 0.5 0.5 0.338
H -1.858960 -4.015167 -4.214896 -0.3 -0.2 0.0 0.460
H -2.978377 -1.677434 -1.809989 -0.1 0.0 -0.1 0.444
H 0.739997 -2.155427 -0.095891 -0.3 0.1 0.0 0.486
H 3.002911 -2.734894 0.553771 -0.2 0.5 0.0 0.375
H 4.672462 -0.837370 0.860638 0.6 -0.6 0.4 0.420
H 4.126379 1.436053 0.502734 -0.7 -0.4 -0.3 0.380
H 2.453130 2.902938 -1.034280 -0.3 -0.4 0.4 0.466
H 1.795232 3.046515 0.601623 -0.1 -0.3 -0.4 0.363
H 0.733507 2.585563 -0.762747 0.1 0.0 0.1 0.374
```
Forces are in eV/Å.

* HOMO-LUMO gap: 8.95 eV
* E_HOMO: -8.40 eV
* structure (SMILES): CCCSc1nnc(-c2ccccc2O)n1-c1ccccc1C

***

Values of energy relative to the best compared isomer or geometry (same formula, charge and spin), in order: 98.8, 171.0, all in kJ/mol.
Values of energy, in order: -65219.750, -36327.357, all in eV.